[1]
ORCA calculation (ωB97M-V/def2-TZVPD) on a molecular structure, C32H28N9OTi.

Each line ends with the Löwdin spin population.
Cartesian coordinates (Å):
Ti (-0.15, -0.18, 0.45)  1.60
C (1.94, 2.31, 3.50)  0.00
C (1.62, 1.30, 2.61)  0.02
N (0.48, 1.31, 1.93)  0.02
C (-0.37, 2.34, 2.14)  0.02
C (-0.01, 3.36, 3.01)  0.00
N (1.13, 3.35, 3.68)  0.02
C (-1.65, 2.25, 1.42)  0.04
C (-2.69, 3.14, 1.57)  -0.01
C (-3.90, 2.92, 0.91)  0.04
C (-4.00, 1.77, 0.13)  -0.01
C (-2.92, 0.92, 0.01)  0.04
N (-1.75, 1.17, 0.63)  0.01
C (-2.91, -0.32, -0.79)  0.02
C (-3.98, -0.78, -1.55)  0.00
N (-3.91, -1.90, -2.26)  0.03
C (-2.77, -2.58, -2.22)  0.00
C (-1.69, -2.13, -1.48)  0.03
N (-1.75, -1.00, -0.77)  0.02
C (-5.03, 3.86, 1.03)  0.00
C (-5.82, 4.18, -0.06)  0.01
C (-6.86, 5.08, 0.10)  0.00
N (-7.16, 5.64, 1.27)  0.01
C (-6.41, 5.33, 2.32)  0.00
C (-5.33, 4.45, 2.25)  0.01
H (2.86, 2.29, 4.06)  0.00
H (2.29, 0.46, 2.44)  0.00
H (-0.66, 4.21, 3.17)  0.00
H (-2.58, 4.02, 2.19)  0.00
H (-4.94, 1.54, -0.37)  0.00
H (-4.91, -0.24, -1.59)  0.00
H (-2.71, -3.50, -2.79)  0.00
H (-0.75, -2.68, -1.45)  0.00
H (-5.61, 3.77, -1.04)  0.00
H (-7.49, 5.35, -0.74)  0.00
H (-6.67, 5.80, 3.26)  0.00
H (-4.77, 4.22, 3.15)  0.00
C (-1.50, 2.80, -2.75)  0.00
C (-0.42, 1.84, -3.25)  0.00
C (-1.05, 0.61, -3.90)  0.00
C (0.65, 1.53, -2.20)  0.00
C (1.02, 2.48, -1.25)  0.00
C (2.18, 2.35, -0.49)  0.01
C (3.00, 1.24, -0.63)  0.01
C (4.27, 1.09, 0.17)  0.00
C (2.60, 0.25, -1.53)  0.01
C (1.45, 0.38, -2.29)  0.00
H (-2.23, 2.97, -3.55)  0.00
H (-1.10, 3.77, -2.47)  0.00
H (-2.04, 2.38, -1.89)  0.00
H (0.13, 2.37, -4.04)  0.00
H (-1.61, 0.02, -3.17)  0.00
H (-0.32, -0.03, -4.38)  0.00
H (-1.75, 0.93, -4.67)  0.00
H (0.44, 3.39, -1.14)  0.00
H (2.45, 3.13, 0.20)  0.00
H (5.14, 1.27, -0.46)  0.00
H (4.36, 0.09, 0.59)  0.00
H (4.30, 1.81, 0.99)  0.00
H (3.21, -0.64, -1.64)  0.00
H (1.22, -0.38, -3.02)  0.00
N (2.89, -3.11, 1.08)  0.00
C (1.73, -2.47, 1.28)  0.00
O (1.35, -1.60, 0.41)  0.02
C (0.95, -2.75, 2.43)  0.00
C (-0.23, -2.01, 2.45)  0.01
N (-1.15, -1.33, 2.24)  0.03
C (1.37, -3.67, 3.41)  0.00
N (1.80, -4.42, 4.18)  0.00
H (3.40, -2.95, 0.23)  0.00
H (3.19, -3.84, 1.71)  0.00

- energy above the lowest of the compared OMol25 structures with the same formula, charge and spin (eV) = 0.1935
- net charge = +1
- HOMO (alpha / beta) (Ha) = -0.362 / -0.413
- 2S+1 = 3
- F_max (eV Å⁻¹) = 0.82
- DFT total energy (eV) = -72209.4493

[2]
ORCA calculation (ωB97M-V/def2-TZVPD) on 2 unconnected molecules or ions with the total composition CH4NO3 in a non-equilibrium geometry.

Each line ends with the Mulliken charge.
Cartesian coordinates (Å):
C (0.92, -0.21, 0.78)  -0.57
N (0.21, -0.81, -0.34)  -0.09
O (0.32, -0.15, -1.42)  -0.52
O (-1.89, 0.85, -0.93)  -0.42
O (-1.84, -0.05, 0.13)  -0.56
H (0.35, -0.41, 1.69)  0.23
H (1.89, -0.71, 0.85)  0.26
H (1.08, 0.87, 0.66)  0.28
H (-1.04, 0.63, -1.40)  0.39

- energy above the lowest of the compared OMol25 structures with the same formula, charge and spin (eV) = 7.6601
- net charge = -1
- HOMO (Ha) = -0.088
- F_max (eV Å⁻¹) = 1.83
- DFT total energy (eV) = -8729.2827

[3]
ORCA calculation (ωB97M-V/def2-TZVPD) on a single C16H29N3O5S molecule in a non-equilibrium geometry.

Each line ends with the Mulliken charge.
Cartesian coordinates (Å):
C (-4.57, -2.34, 0.81)  -1.16
C (-4.85, -1.06, 0.03)  -0.19
C (-4.42, 0.18, 0.80)  -0.82
S (-2.62, 0.39, 0.75)  1.03
O (-1.96, -0.76, 1.31)  -0.62
O (-2.32, 1.67, 1.34)  -0.72
N (-2.34, 0.39, -0.91)  0.31
C (-2.27, 1.71, -1.52)  -1.31
C (-0.91, 2.38, -1.30)  -0.32
C (0.22, 1.46, -1.73)  -1.06
C (0.09, 0.12, -1.00)  1.54
C (1.20, -0.83, -1.43)  -0.35
O (1.73, -0.74, -2.52)  -0.71
N (1.53, -1.83, -0.56)  0.14
C (1.06, -1.97, 0.80)  -0.22
C (2.02, -1.20, 1.74)  -0.98
N (3.30, -1.06, 1.08)  0.06
C (3.76, 0.14, 0.62)  0.84
O (4.74, 0.26, -0.07)  -0.66
O (3.04, 1.18, 1.08)  -0.28
C (3.50, 2.47, 0.67)  -0.37
C (2.51, 3.51, 1.18)  -1.00
C (3.74, -2.25, 0.40)  -0.81
C (2.78, -2.54, -0.78)  -0.91
C (-1.28, -0.49, -1.34)  -1.87
H (-4.81, -3.21, 0.20)  0.35
H (-5.17, -2.38, 1.71)  0.35
H (-3.52, -2.38, 1.09)  0.24
H (-4.31, -1.07, -0.92)  0.17
H (-5.92, -0.99, -0.19)  0.40
H (-4.69, 0.13, 1.85)  0.49
H (-4.81, 1.09, 0.37)  0.35
H (-3.06, 2.31, -1.07)  0.45
H (-2.47, 1.59, -2.59)  0.48
H (-0.82, 2.61, -0.24)  0.22
H (-0.88, 3.31, -1.86)  0.49
H (1.19, 1.91, -1.50)  0.36
H (0.19, 1.28, -2.81)  0.26
H (0.13, 0.30, 0.08)  0.46
H (0.04, -1.63, 0.92)  -0.01
H (1.09, -3.04, 1.03)  0.47
H (2.16, -1.75, 2.67)  0.33
H (1.63, -0.21, 1.97)  0.49
H (3.58, 2.48, -0.43)  0.36
H (4.50, 2.64, 1.08)  0.38
H (2.83, 4.49, 0.86)  0.40
H (1.52, 3.31, 0.78)  0.06
H (2.47, 3.48, 2.26)  0.34
H (3.73, -3.07, 1.12)  0.33
H (4.75, -2.09, 0.04)  0.43
H (3.19, -2.18, -1.72)  0.46
H (2.58, -3.62, -0.87)  0.35
H (-1.42, -1.45, -0.85)  0.54
H (-1.36, -0.63, -2.42)  0.45

- energy above the lowest of the compared OMol25 structures with the same formula, charge and spin (eV) = 0.1405
- HOMO (Ha) = -0.330
- F_max (eV Å⁻¹) = 1.04
- DFT total energy (eV) = -42606.7330

[4]
ORCA calculation (ωB97M-V/def2-TZVPD) on a single C14H21N3O3S molecule in a non-equilibrium geometry.

Each line ends with the Mulliken charge.
Cartesian coordinates (Å):
C (2.08, 3.34, 0.85)  -1.09
C (1.06, 3.08, -0.23)  -0.57
S (0.44, 1.38, -0.05)  1.29
O (-0.02, 1.20, 1.30)  -0.71
O (-0.48, 1.13, -1.12)  -0.69
N (1.83, 0.47, -0.26)  0.06
C (2.32, -0.31, 0.86)  -0.90
C (2.36, -1.82, 0.59)  -1.14
C (1.30, -2.36, -0.38)  0.54
C (-0.07, -2.65, 0.24)  0.10
O (-0.64, -3.70, 0.01)  -0.70
N (-0.59, -1.69, 1.03)  -0.03
C (-1.99, -1.69, 1.41)  -1.34
C (-2.70, -0.62, 0.62)  0.77
C (-2.97, -0.81, -0.73)  -0.12
C (-3.53, 0.23, -1.46)  -0.59
C (-3.78, 1.42, -0.80)  -0.28
N (-3.54, 1.61, 0.49)  -0.67
C (-3.01, 0.62, 1.17)  -0.39
C (1.10, -1.45, -1.61)  -0.52
C (1.96, -0.19, -1.54)  -1.23
H (2.42, 4.38, 0.83)  0.43
H (2.95, 2.69, 0.72)  0.23
H (1.64, 3.14, 1.82)  0.28
H (1.47, 3.15, -1.23)  0.33
H (0.19, 3.71, -0.14)  0.44
H (3.34, 0.04, 1.10)  0.41
H (1.69, -0.07, 1.72)  0.60
H (3.34, -2.06, 0.17)  0.39
H (2.28, -2.35, 1.54)  0.36
H (1.65, -3.34, -0.72)  0.57
H (-0.16, -0.78, 1.09)  0.02
H (-2.07, -1.49, 2.48)  0.39
H (-2.39, -2.68, 1.19)  0.59
H (-2.74, -1.75, -1.20)  0.48
H (-3.74, 0.12, -2.51)  0.40
H (-4.21, 2.27, -1.32)  0.37
H (-2.81, 0.82, 2.22)  0.37
H (0.05, -1.12, -1.66)  0.14
H (1.32, -1.99, -2.52)  0.34
H (3.02, -0.42, -1.69)  0.48
H (1.64, 0.52, -2.31)  0.58

- energy above the lowest of the compared OMol25 structures with the same formula, charge and spin (eV) = 0.4982
- HOMO (Ha) = -0.331
- F_max (eV Å⁻¹) = 1.12
- DFT total energy (eV) = -36307.0576